1.
An isolated molecule of C4H9NOS at a distorted geometry. Source: OMol25; level of theory: ωB97M-V/def2-TZVPD.

Geometry (Å):
C1 -0.81 0.37 0.11
C2 1.55 0.84 0.61
C3 1.10 -1.06 -0.63
C4 0.46 -0.27 0.55
N1 -0.87 1.35 -0.60
O1 -1.84 -0.41 0.56
S1 -3.46 -0.13 0.16
H1 1.95 1.13 -0.33
H2 2.49 0.66 1.17
H3 1.02 1.70 1.04
H4 1.00 -0.47 -1.48
H5 0.53 -1.94 -0.76
H6 2.21 -1.25 -0.67
H7 0.20 -0.80 1.39
H8 -1.74 1.68 -0.96
H9 -3.78 -1.40 -0.14

Summary:
Strongest force on any atom ... 4.92 eV Å⁻¹
E ... -685.91924 a.u.
HOMO ... -9.5 eV


2.
An isolated molecule of C4H6N2S at a distorted geometry. Source: OMol25; level of theory: ωB97M-V/def2-TZVPD.

Geometry (Å):
C1 -0.03 0.03 -1.45
C2 0.58 -0.26 -0.17
C3 -1.13 -0.77 3.50
C4 -0.31 0.98 -0.36
N1 -1.25 0.08 2.67
N2 -1.48 1.05 1.93
S1 -2.03 0.99 0.36
H1 0.57 0.29 -2.43
H2 -0.95 -0.50 -1.85
H3 0.13 -1.06 0.34
H4 1.66 -0.19 -0.05
H5 0.01 1.95 -0.49
H6 -1.11 -1.48 4.22

Summary:
Strongest force on any atom ... 6.46 eV Å⁻¹
E ... -663.52253 a.u.
HOMO ... -8.2 eV


3.
An isolated molecule of C6H10O. Source: OMol25; level of theory: ωB97M-V/def2-TZVPD.

Geometry (Å):
C1 -1.84 -0.31 0.54
C2 -0.89 -0.07 -0.64
O1 -0.64 1.34 -0.65
C3 0.72 1.57 -0.37
C4 1.37 0.27 0.10
C5 0.97 -1.02 0.80
C6 0.49 -0.75 -0.57
H1 -2.78 0.21 0.36
H2 -1.41 0.12 1.45
H3 -2.04 -1.37 0.71
H4 -1.39 -0.36 -1.57
H5 1.25 1.73 -1.32
H6 0.82 2.46 0.24
H7 2.45 0.30 -0.06
H8 0.26 -1.16 1.61
H9 1.82 -1.71 0.83
H10 0.85 -1.26 -1.46

Summary:
Strongest force on any atom ... 0.56 eV Å⁻¹
E ... -309.78567 a.u.
HOMO ... -9.4 eV


4.
A cluster of 2 separate species, C4H9O2P in total at a distorted geometry. Source: OMol25; level of theory: ωB97M-V/def2-TZVPD.

Geometry (Å):
C1 -2.32 -1.14 -1.50
C2 1.00 -1.30 0.73
C3 1.15 0.89 -0.93
C4 -0.46 1.13 1.10
O1 -2.57 -1.95 -0.71
O2 -2.22 -0.43 -2.38
P1 -0.06 -0.10 -0.17
H1 1.87 -0.84 1.21
H2 1.05 -2.15 -0.08
H3 0.43 -1.63 1.59
H4 1.16 1.79 -0.32
H5 0.69 1.06 -1.95
H6 2.03 0.33 -0.90
H7 -1.19 1.93 0.74
H8 0.38 1.58 1.56
H9 -0.94 0.82 2.00

Summary:
Strongest force on any atom ... 3.24 eV Å⁻¹
E ... -649.62618 a.u.
HOMO ... -8.7 eV


5.
An isolated molecule of C3H3Cl3 at a distorted geometry. Source: OMol25; level of theory: ωB97M-V/def2-TZVPD.

Geometry (Å):
C1 -0.97 1.96 0.22
C2 -0.79 0.48 0.00
C3 0.51 -0.04 0.22
H1 -2.02 1.97 0.49
H2 -0.31 2.52 0.91
H3 -0.84 2.42 -0.82
Cl1 -2.19 -0.47 -0.13
Cl2 1.89 0.94 -0.15
Cl3 0.93 -1.72 0.08

Summary:
Strongest force on any atom ... 5.56 eV Å⁻¹
E ... -1496.64257 a.u.
HOMO ... -9.0 eV


6.
A cluster of 2 separate species, C6H17NO in total at a distorted geometry. Source: OMol25; level of theory: ωB97M-V/def2-TZVPD.

Geometry (Å):
C1 -1.23 2.11 0.17
N1 0.03 1.29 0.37
C2 0.66 0.63 -0.87
C3 0.60 -0.90 -0.49
C4 -0.84 -1.54 -0.55
C5 -1.15 -2.95 -0.09
C6 1.95 1.10 -1.48
H1 -1.32 2.75 -0.73
H2 -1.37 2.61 1.17
H3 -2.15 1.50 0.03
H4 0.83 1.89 0.46
H5 -0.23 0.67 -1.61
H6 1.42 -1.35 -1.05
H7 0.83 -0.99 0.67
H8 -1.49 -0.87 0.05
H9 -1.35 -1.20 -1.54
H10 -0.88 -3.09 0.95
H11 -0.79 -3.67 -0.80
H12 -2.20 -3.01 0.17
H13 2.86 0.50 -1.30
H14 2.20 2.17 -1.23
H15 2.07 1.05 -2.57
H16 0.01 0.90 2.99
H17 1.02 -0.18 3.48
O1 0.49 0.58 3.79

Summary:
Strongest force on any atom ... 6.01 eV Å⁻¹
E ... -368.70923 a.u.
HOMO ... -9.4 eV


7.
The ion C3H5N2 with charge +1 at a distorted geometry. Source: OMol25; level of theory: ωB97M-V/def2-TZVPD.

Geometry (Å):
C1 1.08 -0.55 -0.03
C2 -0.18 -0.10 0.75
C3 -0.13 -0.06 -0.75
N1 -1.21 -0.72 -0.07
N2 -0.41 1.17 -0.01
H1 2.02 0.10 -0.13
H2 1.39 -1.69 -0.07
H3 -1.28 -1.70 0.12
H4 -1.44 1.40 0.05
H5 0.16 2.14 0.14

Summary:
Strongest force on any atom ... 4.24 eV Å⁻¹
E ... -226.36067 a.u.
Net charge ... +1
HOMO ... -16.2 eV


8.
A cluster of 2 separate species, C10H16 in total at a distorted geometry. Source: OMol25; level of theory: ωB97M-V/def2-TZVPD.

Geometry (Å):
C1 -0.51 3.37 -0.13
C2 1.01 3.24 0.00
H1 -0.86 4.09 0.60
H2 -0.88 3.61 -1.12
H3 -1.00 2.42 0.11
H4 1.60 3.43 -0.90
H5 1.34 2.24 0.29
H6 1.41 3.91 0.77
C3 0.34 -0.47 -1.32
C4 1.63 -1.13 -1.83
C5 -0.23 -1.15 -0.12
C6 -0.69 -2.47 -0.20
C7 -0.36 -0.50 1.10
C8 -1.29 -3.09 0.87
C9 -0.95 -1.12 2.21
C10 -1.41 -2.41 2.09
H7 0.53 0.60 -1.19
H8 -0.40 -0.48 -2.13
H9 1.59 -2.22 -1.73
H10 -0.54 -2.99 -1.14
H11 -0.06 0.54 1.16
H12 -1.69 -4.09 0.76
H13 -1.03 -0.59 3.15
H14 -1.83 -2.97 2.92
H15 2.51 -0.75 -1.31
H16 1.75 -1.02 -2.91

Summary:
Strongest force on any atom ... 1.04 eV Å⁻¹
E ... -390.62127 a.u.
HOMO ... -9.0 eV


9.
An isolated molecule of C5H7N. Source: OMol25; level of theory: ωB97M-V/def2-TZVPD.

Geometry (Å):
C1 1.10 -1.22 -0.92
N1 0.70 -0.40 0.21
C2 -0.45 -0.82 0.98
C3 -0.54 0.33 0.03
C4 -0.59 1.74 0.37
C5 -0.67 2.93 0.51
H1 1.63 -0.59 -1.63
H2 0.25 -1.70 -1.43
H3 1.78 -2.00 -0.58
H4 -0.98 -1.72 0.67
H5 -0.39 -0.66 2.06
H6 -1.10 0.11 -0.88
H7 -0.74 4.00 0.60

Summary:
Strongest force on any atom ... 0.46 eV Å⁻¹
E ... -249.35464 a.u.
HOMO ... -9.4 eV


- Number 9 is which compound?
  C5H7N